Density functional theory data (the ωB97M-V functional and the def2-TZVPD basis) for a structure of composition C44H33Br2N12O4W in a non-equilibrium geometry.

Element x y z (Å)
W (1.2638, -0.1442, -0.1779)
O (3.1886, -3.8527, 0.2015)
C (2.4690, -2.9230, -0.1415)
N (2.6157, -1.6259, 0.2372)
C (3.8450, -1.3164, 0.9499)
C (3.6589, 0.0131, 1.6180)
C (4.6910, 0.7193, 2.2134)
C (4.4174, 1.9274, 2.8416)
C (3.0926, 2.3606, 2.8874)
C (2.1165, 1.6164, 2.2666)
N (2.3778, 0.4687, 1.5953)
C (1.2989, -3.0623, -1.0355)
C (1.0035, -4.2683, -1.6537)
C (-0.0880, -4.3682, -2.4951)
C (-0.8732, -3.2179, -2.6673)
C (-0.5322, -2.0538, -2.0301)
N (0.5638, -1.9041, -1.2228)
H (4.6965, -1.2937, 0.2494)
H (4.0713, -2.1071, 1.6841)
H (5.6948, 0.3231, 2.1867)
H (5.2107, 2.5090, 3.2849)
H (2.8327, 3.2733, 3.3996)
H (1.0759, 1.9259, 2.2613)
H (1.6551, -5.1067, -1.4519)
H (-0.3397, -5.2906, -2.9914)
H (-1.7501, -3.2446, -3.2950)
H (-1.1559, -1.1762, -2.1621)
Br (-4.6714, -1.8907, -5.6696)
C (-4.3951, -0.1062, -5.0697)
C (-4.3305, 0.1422, -3.7053)
C (-4.0564, 1.4174, -3.2574)
C (-3.8612, 2.4621, -4.1752)
C (-4.0204, 2.2036, -5.5419)
C (-4.2685, 0.9244, -5.9901)
N (-3.6502, 3.7783, -3.8049)
N (-3.0463, 4.1387, -2.7909)
C (-2.2483, 3.3834, -1.9857)
C (-2.3949, 3.5401, -0.6016)
C (-1.7316, 2.7319, 0.2985)
C (-0.8411, 1.7602, -0.1697)
O (-0.1960, 0.8685, 0.5862)
C (-0.5929, 1.6589, -1.5509)
N (0.3119, 0.6820, -1.8979)
C (0.6417, 0.5984, -3.2042)
C (0.1058, 1.4335, -4.1686)
C (-0.8543, 2.3808, -3.8310)
C (-1.2538, 2.4870, -2.4915)
H (-4.4944, -0.6603, -3.0034)
H (-4.0275, 1.6167, -2.1955)
H (-3.9184, 3.0221, -6.2374)
H (-4.3738, 0.7236, -7.0442)
H (-3.1139, 4.2658, -0.2569)
H (-1.9126, 2.8324, 1.3573)
H (1.3624, -0.1751, -3.4635)
H (0.4319, 1.3321, -5.1924)
H (-1.2558, 3.0449, -4.5810)
Br (4.1383, 6.5556, -2.1152)
C (4.3659, 4.6927, -2.3730)
C (5.3780, 4.2112, -3.2056)
N (5.5596, 2.9203, -3.4192)
C (4.7724, 2.0494, -2.8305)
C (3.7350, 2.4282, -1.9641)
C (3.5286, 3.7988, -1.7381)
C (2.8817, 1.4728, -1.2983)
O (2.9108, 0.2046, -1.5007)
O (2.0096, 1.8572, -0.4403)
H (6.0565, 4.8845, -3.7092)
H (4.9582, 1.0043, -3.0335)
H (2.7299, 4.1248, -1.0872)
C (1.5428, -2.3245, 3.2367)
C (0.2886, -2.2508, 2.4520)
N (0.0602, -1.4542, 1.4120)
C (-1.2470, -1.6857, 1.0353)
C (-1.7830, -2.6421, 1.8328)
N (-0.8050, -2.9951, 2.7216)
C (-1.0073, -3.9380, 3.7970)
N (-2.1339, -3.5531, 4.5874)
N (-3.1351, -4.4324, 4.8282)
N (-4.0283, -3.9024, 5.5319)
C (-3.6886, -2.6080, 5.8007)
C (-4.3438, -1.6102, 6.5200)
C (-3.7278, -0.3829, 6.5861)
C (-2.5045, -0.1352, 5.9499)
C (-1.8363, -1.1072, 5.2358)
C (-2.4401, -2.3559, 5.1781)
H (2.1212, -1.4197, 3.0860)
H (2.1356, -3.1836, 2.9213)
H (1.3295, -2.4183, 4.2999)
H (-1.7224, -1.1219, 0.2507)
H (-2.7538, -3.0951, 1.8435)
H (-0.0957, -3.9998, 4.4013)
H (-1.2386, -4.9316, 3.3937)
H (-5.2904, -1.8091, 6.9934)
H (-4.1943, 0.4186, 7.1381)
H (-2.0735, 0.8522, 6.0224)
H (-0.8977, -0.8964, 4.7449)

The total charge is +1. The value obtained for the HOMO energy (alpha / beta) is -8.3126 / -10.1351 eV. The calculation puts the energy above the lowest of the compared OMol25 structures with the same formula, charge and spin at 37.42 kcal/mol. The total energy comes out at -7869.552344 Eh. Its expectation value of S² is 2.06. Its multiplicity is 3.

Density functional theory data (the ωB97M-V functional and the def2-TZVPD basis) for a structure of composition C44H34BF5NOP2SiSn.

Element x y z (Å)
Sn (-0.4524, 1.7264, 0.0760)
C (-0.3130, 0.3358, 3.7429)
Si (-0.7408, -0.2140, 1.9798)
C (0.3978, -1.7346, 1.6722)
C (0.2129, -2.9049, 2.4216)
C (1.0755, -3.9823, 2.3183)
C (2.1611, -3.9267, 1.4489)
C (2.3613, -2.7912, 0.6866)
C (1.4898, -1.7042, 0.7983)
P (1.7503, -0.2155, -0.2200)
C (2.0010, -0.9179, -1.8942)
C (3.1684, -0.7924, -2.6408)
C (3.2470, -1.3434, -3.9142)
C (2.1698, -2.0298, -4.4524)
C (1.0028, -2.1657, -3.7111)
C (0.9207, -1.6070, -2.4472)
C (3.4037, 0.3827, 0.2606)
C (4.0500, -0.0774, 1.4057)
C (5.2437, 0.5006, 1.8168)
C (5.8029, 1.5387, 1.0878)
C (5.1638, 2.0030, -0.0541)
C (3.9676, 1.4356, -0.4597)
C (-2.4283, -1.1118, 2.1196)
C (-3.0150, -1.4138, 3.3523)
C (-4.2343, -2.0701, 3.4344)
C (-4.9023, -2.4512, 2.2771)
C (-4.3393, -2.1694, 1.0425)
C (-3.1226, -1.4948, 0.9638)
P (-2.3212, -1.1052, -0.6343)
C (-2.6730, -2.6297, -1.5907)
C (-3.6167, -2.7466, -2.6074)
C (-3.7723, -3.9481, -3.2887)
C (-2.9919, -5.0456, -2.9595)
C (-2.0482, -4.9396, -1.9454)
C (-1.8850, -3.7395, -1.2733)
C (-3.4353, 0.1354, -1.3753)
C (-4.4164, 0.8005, -0.6457)
C (-5.1051, 1.8708, -1.2058)
C (-4.8283, 2.2805, -2.4996)
C (-3.8520, 1.6208, -3.2373)
C (-3.1536, 0.5672, -2.6744)
H (-0.2104, -0.5055, 4.4355)
H (0.6379, 0.8756, 3.7281)
H (-1.0692, 1.0245, 4.1294)
H (-0.6383, -2.9756, 3.0921)
H (0.9036, -4.8725, 2.9129)
H (2.8417, -4.7655, 1.3676)
H (3.1939, -2.7399, -0.0070)
H (4.0227, -0.2669, -2.2376)
H (4.1593, -1.2281, -4.4865)
H (2.2361, -2.4534, -5.4469)
H (0.1502, -2.6984, -4.1161)
H (0.0031, -1.7017, -1.8772)
H (3.6157, -0.8765, 1.9924)
H (5.7286, 0.1436, 2.7173)
H (6.7272, 1.9978, 1.4170)
H (5.5755, 2.8276, -0.6229)
H (3.4607, 1.8402, -1.3215)
H (-2.5073, -1.1349, 4.2698)
H (-4.6628, -2.2930, 4.4050)
H (-5.8552, -2.9632, 2.3371)
H (-4.8480, -2.4690, 0.1327)
H (-4.2354, -1.8979, -2.8684)
H (-4.5099, -4.0230, -4.0788)
H (-3.1150, -5.9807, -3.4921)
H (-1.4308, -5.7902, -1.6831)
H (-1.1375, -3.6585, -0.4884)
H (-4.6342, 0.4986, 0.3709)
H (-5.8500, 2.3928, -0.6174)
H (-5.3541, 3.1251, -2.9279)
H (-3.6105, 1.9507, -4.2402)
H (-2.3572, 0.0917, -3.2386)
F (3.0841, 6.5920, 3.7902)
C (2.1929, 5.7258, 3.2809)
C (0.8601, 6.0753, 3.1741)
F (0.4625, 7.2900, 3.5803)
C (-0.0629, 5.1864, 2.6554)
F (-1.3440, 5.5710, 2.5686)
C (0.3053, 3.9069, 2.2208)
O (-0.5690, 3.0517, 1.7522)
C (1.6623, 3.5873, 2.3588)
F (2.0562, 2.3558, 1.9909)
C (2.5934, 4.4668, 2.8677)
F (3.8757, 4.1058, 2.9789)
B (2.9076, 4.6995, -2.7029)
C (2.0498, 3.9871, -1.5758)
N (1.4210, 3.4329, -0.7805)
H (3.7419, 3.8904, -3.0727)
H (3.4324, 5.6775, -2.2117)
H (2.1568, 4.9982, -3.6065)

The total charge is -1. The value obtained for the HOMO energy is -4.6109 eV. The calculation puts the energy above the lowest of the compared OMol25 structures with the same formula, charge and spin at 1.81 kcal/mol. The total energy comes out at -3537.869961 Eh.

Density functional theory data (the ωB97M-V functional and the def2-TZVPD basis) for a structure of composition C44H34Cl2N2O7PSV in a non-equilibrium geometry.

Element x y z (Å)
V (0.5996, -0.5429, 0.3432)
O (1.5765, -0.9798, -3.3283)
N (2.8819, -0.9465, -2.8178)
C (3.3652, 0.2252, -2.8361)
C (2.7035, 1.4285, -3.3643)
C (3.4627, 2.2163, -4.2301)
C (2.8883, 3.2467, -4.9525)
C (1.5278, 3.4882, -4.8210)
C (0.7852, 2.7426, -3.9215)
C (1.3635, 1.7337, -3.1561)
P (0.3056, 0.9748, -1.8404)
C (-1.0711, 0.3599, -2.8768)
C (-2.3983, 0.4514, -2.4675)
C (-3.4188, -0.0491, -3.2606)
C (-3.1262, -0.6629, -4.4696)
C (-1.8057, -0.7670, -4.8801)
C (-0.7866, -0.2558, -4.0932)
C (-0.2775, 2.5633, -1.1030)
C (-1.3863, 3.3125, -1.4872)
C (-1.6487, 4.5403, -0.8978)
C (-0.7992, 5.0467, 0.0748)
C (0.3216, 4.3196, 0.4495)
C (0.5779, 3.0893, -0.1344)
H (1.1759, -1.7781, -2.9256)
H (4.3942, 0.2928, -2.5068)
H (4.5121, 1.9848, -4.3555)
H (3.4885, 3.8398, -5.6284)
H (1.0466, 4.2618, -5.4031)
H (-0.2691, 2.9619, -3.8058)
H (-2.6508, 0.9193, -1.5266)
H (-4.4454, 0.0504, -2.9307)
H (-3.9215, -1.0542, -5.0886)
H (-1.5647, -1.2445, -5.8196)
H (0.2413, -0.3380, -4.4258)
H (-2.0619, 2.9469, -2.2491)
H (-2.5141, 5.1083, -1.2122)
H (-1.0051, 6.0056, 0.5304)
H (1.0003, 4.7087, 1.1969)
H (1.4622, 2.5292, 0.1592)
C (-6.2727, -1.7337, -0.0758)
O (-6.0707, -0.6718, 0.8409)
C (-4.8036, -0.2759, 1.0801)
C (-4.6786, 0.7480, 2.0586)
C (-3.4416, 1.2043, 2.3784)
C (-2.2679, 0.6988, 1.7559)
C (-0.9837, 1.1637, 2.1161)
C (-0.7563, 2.1835, 3.1929)
O (0.0454, 0.7076, 1.5429)
C (-2.3992, -0.3094, 0.7455)
O (-1.4164, -0.7983, 0.0867)
C (-3.6997, -0.7921, 0.4472)
H (-7.3434, -1.9161, -0.0900)
H (-5.7472, -2.6334, 0.2503)
H (-5.9320, -1.4577, -1.0761)
H (-5.5718, 1.1292, 2.5282)
H (-3.3465, 1.9713, 3.1332)
H (-1.3045, 3.0997, 2.9742)
H (0.3066, 2.4071, 3.2531)
H (-1.1023, 1.8027, 4.1553)
H (-3.7635, -1.5593, -0.3083)
Cl (-0.1558, -4.0436, -2.8514)
C (-0.3992, -4.1086, -1.1408)
C (-1.1112, -5.1883, -0.5839)
C (-1.3408, -5.2524, 0.7579)
Cl (-2.2315, -6.5902, 1.4189)
C (-0.8759, -4.2287, 1.6223)
C (-1.0718, -4.1828, 3.0192)
C (-0.6234, -3.1035, 3.7273)
C (0.0160, -2.0518, 3.0516)
N (0.2517, -2.0768, 1.7594)
C (-0.1722, -3.1589, 1.0451)
C (0.0918, -3.0883, -0.3600)
O (0.7396, -2.0403, -0.8055)
H (-1.4785, -5.9667, -1.2365)
H (-1.5847, -4.9958, 3.5135)
H (-0.7675, -3.0385, 4.7950)
H (0.3309, -1.1634, 3.5866)
O (7.5152, -0.3880, 5.4827)
C (6.2347, -0.8292, 5.4957)
O (5.8010, -1.3556, 6.4839)
C (5.4371, -0.6291, 4.2528)
C (5.8120, 0.2202, 3.2136)
C (5.0085, 0.3750, 2.1019)
C (3.7961, -0.3139, 1.9877)
S (2.8545, -0.0400, 0.5309)
C (3.4378, -1.1778, 3.0228)
C (4.2379, -1.3252, 4.1385)
H (7.7466, -0.0503, 4.6063)
H (6.7261, 0.8019, 3.2580)
H (5.3042, 1.0410, 1.3046)
H (2.5375, -1.7574, 2.9334)
H (3.9534, -1.9912, 4.9415)

The value obtained for the HOMO energy (alpha / beta) is -7.5557 / -7.6783 eV. The calculation puts the energy above the lowest of the compared OMol25 structures with the same formula, charge and spin at 10.28 kcal/mol. The total energy comes out at -4937.338185 Eh. Its expectation value of S² is 2.02. Its multiplicity is 3.